(one)
2 unconnected molecules or ions with the total composition C3H11NO, computed with the ωB97M-V functional and the def2-TZVPD basis.

Geometry as XYZ:
```
16
C3H11NO (the ωB97M-V functional and the def2-TZVPD basis)
C 2.192 0.772 0.201
C 1.081 -0.257 0.118
C -0.206 0.301 -0.480
N -1.143 -0.759 -0.855
H 1.848 1.658 0.727
H 2.547 1.083 -0.779
H 3.040 0.420 0.788
H 1.396 -1.050 -0.558
H 0.853 -0.747 1.071
H -0.003 0.915 -1.360
H -0.692 0.959 0.238
H -1.533 -0.678 -1.786
H -0.751 -1.691 -0.803
O -3.257 -0.403 1.171
H -2.798 0.198 1.761
H -2.574 -0.721 0.545
```

The value obtained for the LUMO energy is 0.0366 hartree. As for the net charge: 0. The HOMO energy is -9.68 eV.

Now the natural (NBO) charges, all in e: number 1, C, carries -0.605; number 2, C, carries -0.407; number 3, C, carries -0.208; number 4, N, carries -0.868; number 5, H, carries 0.203; number 6, H, carries 0.207; number 7, H, carries 0.214; number 8, H, carries 0.191; number 9, H, carries 0.204; number 10, H, carries 0.179; number 11, H, carries 0.175; number 12, H, carries 0.373; number 13, H, carries 0.364; number 14, O, carries -0.971; number 15, H, carries 0.456; number 16, H, carries 0.492

---

(two)
A molecular structure, C3H11NO, computed with the ωB97M-V functional and the def2-TZVPD basis.

Geometry as XYZ:
```
16
C3H11NO (the ωB97M-V functional and the def2-TZVPD basis)
C -1.347 -0.071 -0.668
C -0.341 0.850 -1.188
N -2.119 0.313 0.380
H -1.699 0.923 1.067
H -2.784 -0.348 0.752
H -1.861 -0.714 -1.372
H -0.370 -1.397 -0.234
H 0.686 0.328 -1.011
H -0.471 1.045 -2.248
H -0.260 1.780 -0.619
C 1.986 -0.255 1.093
O 1.750 -0.717 -0.205
H 0.661 -1.379 -0.160
H 1.781 0.826 1.181
H 1.357 -0.762 1.845
H 3.031 -0.422 1.387
```

The value obtained for the LUMO energy is 0.0231 hartree. As for the net charge: 0. The HOMO energy is -8.27 eV.

Now the natural (NBO) charges, all in e: number 1, C, carries 0.158; number 2, C, carries -0.762; number 3, N, carries -0.772; number 4, H, carries 0.387; number 5, H, carries 0.391; number 6, H, carries 0.209; number 7, H, carries -0.176; number 8, H, carries 0.341; number 9, H, carries 0.234; number 10, H, carries 0.213; number 11, C, carries -0.246; number 12, O, carries -0.798; number 13, H, carries 0.361; number 14, H, carries 0.138; number 15, H, carries 0.148; number 16, H, carries 0.171

---

Most favorable first, least favorable last: (one), (two)

---

(one)
A gas-phase ion, C3H5O2S2 (charge -1), computed with the ωB97M-V functional and the def2-TZVPD basis.

Geometry as XYZ:
```
12
C3H5O2S2 (the ωB97M-V functional and the def2-TZVPD basis)
O -1.210 2.223 1.867
C -0.823 1.844 0.748
O -0.992 2.291 -0.383
C 0.353 0.667 0.779
C 0.065 -0.249 -0.421
S 1.375 -1.531 -0.375
S 0.785 -2.930 -1.755
H 1.190 1.359 0.621
H 0.402 0.174 1.751
H -0.945 -0.643 -0.273
H 0.138 0.241 -1.385
H -0.339 -3.447 -1.175
```

The value obtained for the LUMO energy is 0.1030 hartree. As for the net charge: -1. The HOMO energy is -4.08 eV.

Now the natural (NBO) charges, all in e: number 1, O, carries -0.772; number 2, C, carries 0.800; number 3, O, carries -0.774; number 4, C, carries -0.581; number 5, C, carries -0.505; number 6, S, carries 0.063; number 7, S, carries -0.202; number 8, H, carries 0.209; number 9, H, carries 0.205; number 10, H, carries 0.210; number 11, H, carries 0.236; number 12, H, carries 0.111

---

(two)
A molecular structure, C3H5O2S2, computed with the ωB97M-V functional and the def2-TZVPD basis.

Geometry as XYZ:
```
12
C3H5O2S2 (the ωB97M-V functional and the def2-TZVPD basis)
C -0.890 -0.912 0.786
C -0.682 1.263 -0.223
C -0.460 -0.013 -0.289
O -0.981 -0.510 1.931
O -1.028 -2.151 0.404
S 0.095 -0.968 -1.702
S 2.667 0.451 0.083
H -1.067 1.717 0.677
H -0.360 1.807 -1.167
H 1.956 1.491 0.589
H -0.754 -2.035 -0.554
H 1.506 -0.140 -0.535
```

The value obtained for the LUMO energy is 0.1294 hartree. As for the net charge: -1. The HOMO energy is -4.12 eV.

Now the natural (NBO) charges, all in e: number 1, C, carries 0.722; number 2, C, carries -0.434; number 3, C, carries -0.261; number 4, O, carries -0.640; number 5, O, carries -0.690; number 6, S, carries -0.449; number 7, S, carries -0.440; number 8, H, carries 0.216; number 9, H, carries 0.203; number 10, H, carries 0.134; number 11, H, carries 0.449; number 12, H, carries 0.192

---

Most favorable first, least favorable last: (one), (two)

---

(one)
2 unconnected molecules or ions with the total composition C3H5O2S2, computed with the ωB97M-V functional and the def2-TZVPD basis.

Geometry as XYZ:
```
12
C3H5O2S2 (the ωB97M-V functional and the def2-TZVPD basis)
C -1.155 -0.687 0.917
C -0.243 0.847 -1.455
C 0.784 0.202 0.956
O -1.092 -1.638 0.200
O -1.852 0.018 1.594
S 1.843 -1.181 0.393
S 0.887 1.557 -0.134
H -0.213 1.698 -2.168
H -1.210 0.821 -0.913
H 0.330 0.045 -1.736
H 1.042 0.482 1.919
H 0.880 -2.164 0.428
```

The value obtained for the LUMO energy is 0.1272 hartree. As for the net charge: -1. The HOMO energy is -3.16 eV.

Now the natural (NBO) charges, all in e: number 1, C, carries 0.937; number 2, C, carries -0.715; number 3, C, carries -0.793; number 4, O, carries -0.683; number 5, O, carries -0.678; number 6, S, carries -0.183; number 7, S, carries 0.129; number 8, H, carries 0.193; number 9, H, carries 0.228; number 10, H, carries 0.225; number 11, H, carries 0.188; number 12, H, carries 0.152

---

(two)
2 unconnected molecules or ions with the total composition C3H5O2S2, computed with the ωB97M-V functional and the def2-TZVPD basis.

Geometry as XYZ:
```
12
C3H5O2S2 (the ωB97M-V functional and the def2-TZVPD basis)
C -1.066 1.396 -0.544
C 0.346 -0.686 1.730
C -0.133 -0.633 -1.014
O -0.274 2.152 -0.092
O -2.040 1.207 -1.175
S 1.320 -0.331 -2.043
S 0.068 -1.834 0.359
H 1.124 0.058 1.539
H 0.620 -1.043 2.693
H -0.585 -0.167 1.754
H -0.804 -0.930 -1.812
H 1.423 0.812 -1.396
```

The value obtained for the LUMO energy is 0.1299 hartree. As for the net charge: -1. The HOMO energy is -3.06 eV.

Now the natural (NBO) charges, all in e: number 1, C, carries 0.990; number 2, C, carries -0.752; number 3, C, carries -0.855; number 4, O, carries -0.650; number 5, O, carries -0.629; number 6, S, carries -0.144; number 7, S, carries 0.107; number 8, H, carries 0.211; number 9, H, carries 0.203; number 10, H, carries 0.206; number 11, H, carries 0.191; number 12, H, carries 0.122

---

Most favorable first, least favorable last: (one), (two)